a | # C47H45CaGeIN10O2Se

C47H45CaGeIN10O2Se as an isolated structure (wB97M-V/def2-TZVPD, OMol25).

The geometry in ORCA input format:
```
! wB97M-V def2-TZVPD RIJCOSX def2/J DEFGRID3
* xyz 0 1
Ca -0.05830 -0.26831 0.45405
C 3.95940 -2.02427 2.24595
C 4.08526 -0.53377 2.16732
N 5.15267 0.04619 2.64240
C 5.20412 1.40204 2.67960
C 4.17811 2.21157 2.27985
C 4.30598 3.69860 2.48715
O 4.28570 4.45093 1.27304
C 3.01369 1.61313 1.71533
C 1.90242 2.45823 1.35415
N 0.75476 2.11109 0.86918
C -0.18501 3.17635 0.71852
C -0.35933 4.14210 1.70577
C -1.27518 5.16844 1.52464
C -2.02774 5.23821 0.36220
C -1.87521 4.26061 -0.61130
C -0.97070 3.22925 -0.42862
I -2.92831 0.54641 0.76781
C 2.97044 0.20373 1.60832
O 2.01236 -0.43921 1.07280
H 3.33993 -2.28777 3.10913
H 4.94171 -2.47454 2.37757
H 3.44833 -2.42801 1.37340
H 6.10856 1.82923 3.09879
H 5.22505 3.89869 3.04502
H 3.47840 4.08631 3.08346
H 4.99500 4.11043 0.71848
H 2.07146 3.52310 1.51984
H 0.19582 4.06800 2.63252
H -1.41107 5.90626 2.30470
H -2.74904 6.03329 0.22780
H -2.48628 4.28057 -1.50436
C -0.76282 -1.91278 5.00872
C -0.12038 -3.14482 4.93827
C 0.34353 -3.60795 3.72206
C 0.12887 -2.81451 2.59874
N -0.42900 -1.59596 2.67071
C -0.88388 -1.16957 3.84871
N 0.52696 -3.15353 1.31074
C -0.38955 -3.12241 0.41400
N -0.07092 -2.74472 -0.88989
C -1.22750 -2.48314 -1.50037
N -1.40580 -1.89456 -2.66468
C -0.83451 -0.76869 -3.07080
C -1.27104 -0.26190 -4.33659
C -0.77637 0.89760 -4.83860
C 0.22284 1.58203 -4.12415
C 0.58333 1.03515 -2.92365
N 0.07569 -0.04870 -2.33672
C -2.39011 -2.90330 -0.67471
C -3.74073 -2.93069 -0.94022
C -4.57821 -3.34862 0.08739
C -4.06326 -3.71282 1.32863
C -2.69694 -3.67041 1.58598
C -1.86991 -3.25634 0.55864
H -1.14636 -1.53025 5.94353
H 0.00808 -3.74501 5.83009
H 0.83502 -4.56494 3.61725
H -1.36390 -0.19737 3.84182
H -2.03290 -0.83057 -4.84932
H -1.13381 1.28621 -5.78365
H 0.69933 2.46085 -4.52929
H -0.89289 2.44377 -1.17047
H -4.12184 -2.62163 -1.90372
H -5.64827 -3.37911 -0.07011
H -4.74169 -4.02254 2.11277
H -2.31250 -3.93654 2.56199
N 3.51572 -9.54825 -0.22458
C 3.59555 -8.41692 -0.40827
C 3.69816 -7.00078 -0.63801
C 2.56405 -6.19693 -0.55152
C 2.66289 -4.83364 -0.75891
C 3.89731 -4.28128 -1.07052
C 5.03263 -5.07610 -1.16819
C 4.93445 -6.43641 -0.94381
N 3.99727 -2.88414 -1.27709
C 5.03376 -2.06985 -0.87187
C 4.64915 -0.80627 -1.18399
N 3.40977 -0.82017 -1.78670
C 3.04349 -2.07428 -1.81400
H 1.60856 -6.63918 -0.30427
H 1.79814 -4.19303 -0.65988
H 5.98405 -4.63361 -1.43068
H 5.80966 -7.06709 -1.01495
H 5.89365 -2.45240 -0.35179
H 5.17503 0.10957 -0.96887
H 2.09773 -2.45010 -2.17035
C 5.49530 2.84021 -1.39974
Ge 5.21818 2.30772 -3.26547
C 5.42496 3.87070 -4.41685
C 6.42418 0.88340 -3.81965
C 3.35706 1.66291 -3.55494
Se 2.16925 1.76575 -2.03279
C 1.87306 3.67922 -2.15524
H 6.46373 2.48273 -1.04784
H 4.73070 2.44477 -0.72806
H 5.48837 3.93063 -1.34368
H 6.43417 4.27496 -4.33526
H 4.72182 4.65680 -4.13735
H 5.24754 3.60508 -5.45932
H 7.44343 1.11156 -3.50679
H 6.41285 0.78642 -4.90551
H 6.12957 -0.06794 -3.37971
H 3.35493 0.60894 -3.82259
H 2.88946 2.24117 -4.35023
H 2.85775 4.13406 -2.25542
H 1.39901 4.01023 -1.23663
H 1.24918 3.91927 -3.01001
*
```

Output
Highest occupied orbital energy, eV: -7.382
Frontier orbital gap, hartree: 0.254
LUMO level, hartree: -0.017

***

b | # C47H45CaGeIN10O2Se

C47H45CaGeIN10O2Se as an isolated structure (wB97M-V/def2-TZVPD, OMol25).

The geometry in ORCA input format:
```
! wB97M-V def2-TZVPD RIJCOSX def2/J DEFGRID3
* xyz 0 1
Ca 0.13917 0.15540 -0.10866
C 3.49704 -0.30279 -3.38355
C 3.33878 1.13368 -3.00066
N 3.99333 2.05185 -3.65704
C 3.82872 3.34918 -3.30816
C 2.96110 3.77652 -2.34077
C 2.89259 5.25056 -2.04229
O 3.31303 5.56604 -0.71295
C 2.20716 2.80348 -1.61623
C 1.28006 3.28666 -0.61454
N 0.49310 2.62690 0.17887
C -0.08010 3.40426 1.22713
C 0.67596 4.40675 1.84379
C 0.16988 5.14602 2.89943
C -1.09962 4.88322 3.38420
C -1.85514 3.87606 2.80709
C -1.35320 3.14066 1.74231
I -2.58878 1.66914 0.94231
C 2.44690 1.43754 -1.90320
O 1.91704 0.47022 -1.26400
H 4.18465 -0.37535 -4.22291
H 2.53214 -0.73951 -3.65253
H 3.86204 -0.89557 -2.54168
H 4.42530 4.06583 -3.86190
H 1.87776 5.64274 -2.12639
H 3.50304 5.78618 -2.77444
H 4.23243 5.28924 -0.62772
H 1.27543 4.37098 -0.52484
H 1.68694 4.58788 1.50249
H 0.78047 5.91850 3.34785
H -1.50178 5.44839 4.21411
H -2.84320 3.65660 3.18815
C -2.20966 1.38333 -3.72908
C -3.40102 0.65912 -3.70052
C -3.52641 -0.41259 -2.84867
C -2.45614 -0.75517 -1.99914
N -1.32898 -0.03347 -2.02354
C -1.20558 1.00382 -2.86443
N -2.62856 -1.91003 -1.25594
C -1.98435 -2.29377 -0.19918
N -1.11400 -1.63333 0.61610
C -0.76769 -2.43608 1.67348
N -0.03613 -2.20897 2.70974
C 0.72566 -1.08228 2.98378
C 1.09296 -0.91726 4.33156
C 1.92145 0.11950 4.68684
C 2.42736 0.96199 3.69809
C 2.03658 0.73754 2.39663
N 1.17921 -0.23615 2.05257
C -1.47105 -3.73882 1.51979
C -1.46727 -4.87952 2.29971
C -2.25559 -5.94239 1.87325
C -3.02091 -5.85188 0.71074
C -3.01982 -4.69622 -0.06177
C -2.22706 -3.64937 0.36761
H -2.06739 2.22094 -4.39674
H -4.22182 0.93064 -4.35257
H -4.42640 -1.00918 -2.80599
H -0.25252 1.52458 -2.84439
H 0.71286 -1.62590 5.05300
H 2.20037 0.26047 5.72336
H 3.11567 1.76224 3.92949
H 2.42755 1.33212 1.57837
H -0.87053 -4.93020 3.20087
H -2.28223 -6.85611 2.45320
H -3.62724 -6.69777 0.41301
H -3.61409 -4.60749 -0.96136
N -3.90519 -5.63120 -9.88398
C -3.26984 -5.32272 -8.97777
C -2.48234 -4.93357 -7.84253
C -2.90266 -3.87225 -7.04243
C -2.14868 -3.48689 -5.95108
C -0.97723 -4.17471 -5.64354
C -0.55705 -5.23558 -6.43905
C -1.30474 -5.60967 -7.53982
N -0.21712 -3.79228 -4.52214
C 1.14291 -3.94908 -4.32726
C 1.39780 -3.44465 -3.09170
N 0.23597 -2.98739 -2.50810
C -0.70236 -3.21400 -3.38358
H -3.81212 -3.34320 -7.29094
H -2.45781 -2.64115 -5.35217
H 0.34211 -5.77801 -6.18432
H -0.98232 -6.43352 -8.16114
H 1.78754 -4.34707 -5.08970
H 2.34619 -3.36222 -2.58624
H -1.75185 -3.01945 -3.23788
C 2.97723 -4.31176 3.62405
Ge 4.62998 -3.60965 2.85692
C 6.13816 -4.74135 3.39400
C 4.92017 -1.77712 3.46640
C 4.56599 -3.53232 0.88949
Se 2.91081 -2.74974 0.20549
C 1.80152 -4.34047 0.28043
H 3.05244 -4.29218 4.71281
H 2.80053 -5.34279 3.31534
H 2.11708 -3.70679 3.33257
H 6.24919 -4.76148 4.47837
H 7.06833 -4.36714 2.96483
H 5.99205 -5.76578 3.04992
H 4.79370 -1.69425 4.54638
H 4.20079 -1.11046 2.99020
H 5.92614 -1.44229 3.21007
H 4.70948 -4.50098 0.40939
H 5.37218 -2.88260 0.54418
H 1.55450 -4.60412 1.30526
H 2.31152 -5.16653 -0.21374
H 0.89020 -4.10692 -0.26838
*
```

Output
Highest occupied orbital energy, eV: -7.667
Frontier orbital gap, hartree: 0.266
LUMO level, hartree: -0.015

***

Energy above the most stable structure, in kcal/mol: a 24.0; b 0.0

***

a | # H2N2

One molecule with the formula H2N2 (wB97M-V/def2-TZVPD, OMol25).

The geometry in ORCA input format:
```
! wB97M-V def2-TZVPD RIJCOSX def2/J DEFGRID3
* xyz 0 1
H 0.94402 -0.55008 0.53908
N 0.14622 -0.10441 0.59149
N -0.33144 0.19906 -0.50458
H 0.35251 -0.11252 -1.14749
*
```

Output
Highest occupied orbital energy, eV: -9.835
Frontier orbital gap, hartree: 0.390
LUMO level, hartree: 0.029

***

b | # H2N2

One molecule with the formula H2N2 (wB97M-V/def2-TZVPD, OMol25).

The geometry in ORCA input format:
```
! wB97M-V def2-TZVPD RIJCOSX def2/J DEFGRID3
* xyz 0 1
H 0.91579 -0.11043 -0.59132
N -0.01429 0.28070 -0.72425
N -0.70604 0.18589 0.29218
H -0.19547 -0.35617 1.02339
*
```

Output
Highest occupied orbital energy, eV: -9.714
Frontier orbital gap, hartree: 0.387
LUMO level, hartree: 0.030

***

Energy above the most stable structure, in kcal/mol: a 10.5; b 0.0

***

a | # C15H23ClN2O4S

One molecule with the formula C15H23ClN2O4S (wB97M-V/def2-TZVPD, OMol25).

The geometry in ORCA input format:
```
! wB97M-V def2-TZVPD RIJCOSX def2/J DEFGRID3
* xyz 0 1
C 5.14077 1.25716 0.69284
C 4.09611 1.90798 -0.21102
C 2.82871 2.22959 0.57554
C 3.78613 1.00726 -1.42362
N 3.28230 -0.28528 -1.04263
C 2.00674 -0.68074 -0.93712
C 0.92943 0.09882 -1.40869
C -0.36412 -0.35881 -1.33190
Cl -1.64585 0.60935 -1.90894
C -0.65403 -1.60700 -0.78465
S -2.33220 -2.21448 -0.69757
O -2.28074 -3.51221 -0.08768
O -2.96673 -2.07437 -1.97337
N -3.01758 -1.14221 0.38550
C -4.23822 -0.44312 0.03566
C -4.24902 0.99124 0.57836
C -4.31777 0.99748 2.10344
C -5.43029 1.75274 -0.01662
C 0.37380 -2.38207 -0.30668
C 1.69938 -1.95189 -0.36056
C 2.74822 -2.80593 0.19543
O 3.93721 -2.53622 0.23213
O 2.29873 -3.95853 0.70478
H 5.41566 1.93495 1.49721
H 6.03923 1.01356 0.13040
H 4.75233 0.34422 1.13751
H 4.50966 2.84172 -0.60754
H 2.10119 2.74071 -0.05028
H 3.06525 2.87452 1.41826
H 2.37457 1.31915 0.95998
H 4.71071 0.84477 -1.98610
H 3.07744 1.50958 -2.08255
H 3.95912 -0.92256 -0.63014
H 1.10672 1.06904 -1.83913
H -3.01976 -1.54818 1.30695
H -4.27136 -0.43205 -1.05540
H -5.12383 -0.98249 0.39452
H -3.31906 1.47660 0.26746
H -5.21670 0.48806 2.44526
H -3.45055 0.49888 2.52886
H -4.34106 2.01907 2.47592
H -6.36793 1.27594 0.26100
H -5.44394 2.77661 0.34906
H -5.36394 1.77538 -1.10135
H 0.13044 -3.34353 0.11610
H 3.04485 -4.47269 1.05135
*
```

Output
Highest occupied orbital energy, eV: -8.374
Frontier orbital gap, hartree: 0.313
LUMO level, hartree: 0.005

***

b | # C15H23ClN2O4S

One molecule with the formula C15H23ClN2O4S (wB97M-V/def2-TZVPD, OMol25).

The geometry in ORCA input format:
```
! wB97M-V def2-TZVPD RIJCOSX def2/J DEFGRID3
* xyz 0 1
C 0.68775 0.73269 4.61231
C -0.31328 -0.31876 5.08210
C 0.41056 -1.56873 5.57768
C -1.31484 -0.67417 3.96473
N -0.68474 -1.28765 2.82596
C -0.24054 -0.69774 1.70785
C -0.56131 0.63588 1.37614
C -0.12816 1.19727 0.19942
Cl -0.54257 2.81109 -0.18687
C 0.64773 0.46877 -0.70042
S 1.19797 1.19901 -2.23346
O 1.94893 0.20159 -2.93963
O 1.80654 2.47178 -1.98913
N -0.25906 1.48469 -2.98637
C -0.82130 0.41752 -3.78310
C -2.33895 0.30007 -3.59396
C -2.67864 0.02234 -2.13270
C -2.88383 -0.80268 -4.49744
C 0.97611 -0.83046 -0.40408
C 0.55330 -1.43809 0.77835
C 0.96279 -2.81388 1.05707
O 0.70216 -3.44029 2.07061
O 1.68947 -3.37353 0.08251
H 1.37432 0.98121 5.41777
H 0.18042 1.64384 4.30477
H 1.26973 0.36132 3.77190
H -0.89779 0.09803 5.90968
H -0.30180 -2.32605 5.89722
H 1.04803 -1.32226 6.42307
H 1.03613 -1.98972 4.79441
H -1.85678 0.22124 3.65944
H -2.04273 -1.38980 4.35937
H -0.34687 -2.23672 2.96618
H -1.15596 1.23482 2.04348
H -0.32347 2.40841 -3.38119
H -0.58658 0.55062 -4.84615
H -0.33275 -0.49907 -3.44608
H -2.79372 1.25383 -3.88279
H -2.31791 0.82915 -1.50181
H -3.75501 -0.06390 -2.00403
H -2.21411 -0.90520 -1.80411
H -2.44034 -1.75983 -4.23307
H -3.96285 -0.88147 -4.38997
H -2.65710 -0.59575 -5.54062
H 1.58296 -1.37578 -1.10914
H 1.93593 -4.27595 0.33942
*
```

Output
Highest occupied orbital energy, eV: -8.409
Frontier orbital gap, hartree: 0.313
LUMO level, hartree: 0.004

***

Energy above the most stable structure, in kcal/mol: a 1.3; b 0.0